1.
The following is a quantum chemistry calculation of a cluster of 8 separate species, C33H89N7O9 in total at a distorted geometry, from OMol25.

XYZ file:
```
138
C33H89N7O9, DFT ωB97M-V/def2-TZVPD
C 24.75 -6.65 -1.41
C 24.37 -8.03 -0.90
C 25.53 -8.72 -0.17
O 23.22 -7.94 -0.08
H 25.05 -6.04 -0.55
H 23.96 -6.16 -1.97
H 25.62 -6.74 -2.06
H 24.06 -8.58 -1.80
H 26.00 -8.07 0.56
H 26.26 -9.00 -0.94
H 25.25 -9.67 0.28
H 22.80 -8.81 0.01
C 22.62 -5.38 1.90
O 23.23 -4.14 2.14
C 22.73 -3.03 1.40
C 23.09 -3.11 -0.10
N 24.51 -3.03 -0.32
C 24.80 -3.11 -1.75
C 26.26 -3.47 -1.95
O 26.50 -3.83 -3.31
C 27.76 -4.40 -3.51
H 21.64 -5.48 2.37
H 23.30 -6.18 2.17
H 22.42 -5.60 0.84
H 23.21 -2.14 1.80
H 21.64 -3.00 1.50
H 22.62 -2.20 -0.49
H 22.59 -3.96 -0.58
H 25.22 -3.51 0.23
H 24.65 -2.11 -2.17
H 24.20 -3.83 -2.32
H 26.56 -4.35 -1.36
H 26.91 -2.63 -1.67
H 27.99 -5.13 -2.73
H 28.55 -3.64 -3.45
H 27.82 -4.85 -4.50
C 24.13 -13.38 4.99
C 23.59 -12.92 3.66
C 23.88 -11.46 3.38
O 23.04 -10.58 4.12
C 23.33 -9.24 3.82
N 24.09 -13.72 2.53
H 25.23 -13.31 4.97
H 23.87 -14.40 5.30
H 23.85 -12.71 5.81
H 22.50 -13.04 3.60
H 23.69 -11.25 2.33
H 24.92 -11.21 3.61
H 22.49 -8.56 3.97
H 23.55 -9.11 2.75
H 24.22 -8.92 4.36
H 25.06 -13.53 2.31
H 24.00 -14.70 2.78
C 18.19 -5.49 0.27
C 19.40 -4.59 0.07
C 19.66 -4.29 -1.42
O 19.67 -5.38 -2.32
C 20.67 -6.32 -1.96
N 19.04 -3.32 0.73
H 18.08 -5.81 1.31
H 18.43 -6.39 -0.31
H 17.25 -5.07 -0.09
H 20.27 -5.10 0.49
H 20.60 -3.74 -1.54
H 18.87 -3.61 -1.77
H 20.79 -7.02 -2.78
H 20.45 -6.87 -1.05
H 21.65 -5.84 -1.88
H 18.38 -2.74 0.23
H 18.56 -3.54 1.59
C 27.77 -3.22 2.19
C 27.41 -4.68 2.11
C 27.46 -5.45 3.41
O 27.14 -6.81 3.20
C 27.24 -7.61 4.34
N 26.09 -4.85 1.50
H 27.67 -2.75 1.21
H 28.79 -3.06 2.55
H 27.14 -2.69 2.91
H 28.13 -5.07 1.38
H 26.84 -5.07 4.23
H 28.51 -5.43 3.77
H 27.12 -8.65 4.05
H 26.48 -7.36 5.08
H 28.24 -7.53 4.79
H 25.38 -4.38 2.07
H 25.85 -5.84 1.51
C 22.61 -4.65 -4.83
C 23.28 -5.28 -6.03
C 24.68 -5.75 -5.68
O 25.21 -6.54 -6.73
C 26.49 -7.01 -6.39
N 22.46 -6.35 -6.62
H 21.62 -4.22 -5.01
H 23.18 -3.85 -4.34
H 22.47 -5.40 -4.05
H 23.41 -4.55 -6.84
H 24.58 -6.42 -4.81
H 25.37 -4.93 -5.45
H 27.24 -6.21 -6.32
H 26.82 -7.64 -7.22
H 26.52 -7.60 -5.47
H 22.14 -6.90 -5.81
H 21.57 -5.96 -6.91
C 28.73 -8.67 -2.55
C 29.32 -9.67 -3.53
C 28.52 -10.96 -3.50
O 28.72 -11.61 -2.25
C 27.57 -11.67 -1.41
N 29.37 -9.06 -4.86
H 28.80 -8.94 -1.49
H 27.66 -8.54 -2.75
H 29.19 -7.68 -2.65
H 30.36 -9.87 -3.24
H 28.90 -11.68 -4.23
H 27.47 -10.83 -3.79
H 27.30 -10.65 -1.12
H 27.88 -12.20 -0.51
H 26.73 -12.14 -1.93
H 29.53 -9.74 -5.59
H 30.15 -8.42 -4.91
C 19.98 -8.66 2.09
C 19.63 -9.87 1.25
C 20.77 -10.86 1.09
O 21.85 -10.30 0.39
C 22.60 -11.35 -0.26
N 18.43 -10.55 1.83
H 20.01 -8.95 3.15
H 19.21 -7.88 2.03
H 20.91 -8.12 1.85
H 19.34 -9.53 0.25
H 20.34 -11.70 0.54
H 21.07 -11.25 2.07
H 22.85 -12.10 0.48
H 23.52 -10.96 -0.70
H 21.95 -11.67 -1.08
H 17.70 -9.85 1.78
H 18.67 -10.68 2.80
```

Output
energy above the lowest of the compared OMol25 structures with the same formula, charge and spin	12.7	kcal/mol
SMILES string	COC[C@H](C)N.COC[C@H](C)N.COC[C@H](C)N.COC[C@H](C)N.COC[C@H](C)N.COC[C@H](C)N.COCCNCCOC.CC(C)O
LUMO level	0.51	eV
HOMO energy	-8.1	eV
Kohn-Sham gap	0.316	Ha

2.
The following is a quantum chemistry calculation of a cluster of 12 separate species, C33H97N17O12 in total at a distorted geometry, from OMol25.

XYZ file:
```
159
C33H97N17O12, DFT ωB97M-V/def2-TZVPD
C 6.72 1.58 0.30
C 6.37 1.06 1.74
C 5.01 0.44 1.96
O 4.89 -0.12 3.16
C 4.58 0.82 4.22
N 7.43 0.13 2.05
H 7.74 1.92 0.09
H 6.09 2.46 0.13
H 6.49 0.85 -0.47
H 6.52 1.98 2.31
H 4.83 -0.40 1.28
H 4.17 1.10 1.73
H 4.91 1.83 3.95
H 5.05 0.50 5.15
H 3.50 0.95 4.34
H 8.38 0.42 1.89
H 7.40 -0.63 1.39
C 2.87 3.39 -4.24
C 1.77 2.49 -4.74
C 1.46 1.30 -3.94
O 2.66 0.58 -3.51
C 3.08 -0.48 -4.36
N 0.51 3.21 -5.04
H 2.99 4.39 -4.67
H 3.81 2.90 -4.47
H 2.90 3.56 -3.16
H 1.97 2.08 -5.73
H 0.64 0.68 -4.31
H 0.90 1.69 -3.09
H 3.25 -0.16 -5.39
H 2.35 -1.29 -4.47
H 4.00 -0.96 -4.04
H 0.71 3.96 -5.70
H -0.12 2.68 -5.63
C -1.32 2.86 4.65
C -1.10 4.15 3.84
C -0.49 4.02 2.38
O 0.86 3.54 2.50
C 1.51 3.72 1.31
N -2.39 4.79 3.73
H -1.57 1.97 4.07
H -2.06 3.00 5.43
H -0.45 2.43 5.16
H -0.48 4.88 4.36
H -0.56 5.01 1.92
H -1.11 3.43 1.70
H 2.53 3.36 1.35
H 1.62 4.79 1.12
H 1.03 3.32 0.42
H -3.10 4.20 3.32
H -2.41 5.52 3.03
C 6.16 -1.65 -1.94
C 6.91 -2.74 -1.06
C 7.70 -3.66 -1.99
O 6.91 -4.50 -2.85
C 7.62 -5.47 -3.65
N 7.77 -1.97 -0.26
H 6.83 -0.94 -2.43
H 5.37 -1.07 -1.45
H 5.69 -2.14 -2.79
H 6.15 -3.32 -0.53
H 8.28 -4.25 -1.28
H 8.46 -3.16 -2.59
H 7.58 -5.17 -4.69
H 7.05 -6.41 -3.67
H 8.57 -5.71 -3.18
H 8.29 -2.61 0.32
H 8.47 -1.46 -0.78
C -5.06 2.44 4.05
C -6.29 3.40 3.57
C -6.09 4.79 4.14
O -7.13 5.64 3.65
C -7.44 6.90 4.37
N -6.65 3.32 2.17
H -4.30 2.51 3.27
H -5.18 1.36 3.98
H -4.73 2.57 5.08
H -7.25 3.20 4.05
H -5.21 5.24 3.68
H -6.04 4.80 5.23
H -8.15 6.72 5.17
H -7.94 7.56 3.66
H -6.58 7.45 4.75
H -7.48 3.88 2.23
H -5.93 3.76 1.62
C 1.84 -0.02 -0.23
C 0.88 -1.21 -0.15
C -0.35 -1.20 0.87
O -0.91 0.07 0.63
C -2.09 0.26 1.40
N 0.54 -1.72 -1.53
H 1.42 0.72 -0.91
H 2.79 -0.36 -0.63
H 2.00 0.40 0.77
H 1.50 -1.98 0.32
H 0.02 -1.24 1.89
H -1.01 -2.06 0.83
H -2.46 1.27 1.61
H -1.91 0.00 2.45
H -2.94 -0.26 0.96
H 1.21 -1.50 -2.25
H -0.31 -1.33 -1.91
C -3.06 -2.88 -5.44
C -2.26 -3.35 -4.23
C -2.33 -2.36 -3.09
O -1.73 -1.07 -3.48
C -1.89 -0.04 -2.50
N -2.82 -4.67 -3.83
H -4.14 -3.03 -5.46
H -2.81 -3.44 -6.34
H -3.04 -1.80 -5.54
H -1.24 -3.43 -4.62
H -1.90 -2.72 -2.15
H -3.37 -2.29 -2.77
H -2.86 0.45 -2.56
H -1.01 0.60 -2.58
H -1.81 -0.46 -1.49
H -3.11 -5.20 -4.64
H -2.24 -5.15 -3.15
C -6.09 0.07 0.45
O -5.62 -0.74 -0.34
N -5.95 0.03 1.71
N -6.79 1.05 0.01
H -5.44 -0.73 2.13
H -6.46 0.69 2.27
H -6.66 1.22 -0.97
H -7.12 1.77 0.63
C -4.42 3.67 -0.23
O -3.94 4.29 0.71
N -4.16 2.40 -0.48
N -5.22 4.08 -1.16
H -4.48 2.10 -1.39
H -3.44 1.88 0.00
H -5.54 5.02 -0.95
H -5.88 3.47 -1.62
C -0.82 -5.42 -0.96
O -1.72 -5.02 -0.23
N -0.57 -6.64 -1.29
N 0.15 -4.68 -1.36
H 0.07 -6.88 -2.03
H -1.02 -7.44 -0.86
H 0.03 -3.68 -1.27
H 0.90 -5.07 -1.91
C 2.54 -4.49 2.04
O 3.48 -4.85 1.32
N 1.27 -4.19 1.59
N 2.65 -4.21 3.31
H 1.05 -4.60 0.69
H 0.56 -3.76 2.18
H 3.48 -4.30 3.87
H 1.78 -3.93 3.74
C -3.65 -3.36 1.79
O -4.37 -2.82 2.66
N -3.07 -4.47 2.03
N -3.72 -3.04 0.51
H -2.73 -4.91 1.18
H -2.83 -4.78 2.96
H -4.27 -2.28 0.14
H -3.24 -3.72 -0.06
```

Output
energy above the lowest of the compared OMol25 structures with the same formula, charge and spin	20.7	kcal/mol
charge	-1
LUMO level (spin up / spin down)	1.83 / 1.80	eV
HOMO energy (spin up / spin down)	0.5 / -6.6	eV
Kohn-Sham gap (spin up / spin down)	0.050 / 0.308	Ha
spin multiplicity	2
expectation value of S²	0.750

3.
The following is a quantum chemistry calculation of a cluster of 12 separate species, C33H97N17O12 in total at a distorted geometry, from OMol25.

XYZ file:
```
159
C33H97N17O12, DFT ωB97M-V/def2-TZVPD
C 0.58 0.15 0.98
O 0.49 -0.72 1.87
N 0.14 -0.08 -0.28
N 1.27 1.29 1.15
H -0.32 -0.96 -0.44
H 0.04 0.70 -0.92
H 1.93 1.36 1.92
H 1.38 1.95 0.39
C 0.63 2.88 -3.40
O 0.67 2.09 -2.43
N -0.19 2.72 -4.47
N 1.45 3.96 -3.47
H -0.15 3.45 -5.15
H -0.97 2.13 -4.22
H 1.39 4.60 -4.24
H 2.17 4.06 -2.76
C 4.46 -1.42 0.75
O 4.63 -0.23 0.46
N 3.27 -2.04 0.68
N 5.50 -2.21 1.17
H 2.50 -1.50 0.33
H 3.21 -3.05 0.81
H 5.39 -3.20 1.26
H 6.35 -1.80 1.49
C 4.11 2.63 -1.32
O 3.75 3.78 -1.63
N 5.16 2.37 -0.49
N 3.44 1.53 -1.69
H 5.65 3.18 -0.14
H 5.15 1.50 0.02
H 2.63 1.70 -2.27
H 3.68 0.63 -1.31
C -1.78 -0.30 4.88
O -2.70 -0.48 5.69
N -1.75 0.81 4.08
N -0.83 -1.20 4.55
H -1.14 0.85 3.28
H -2.41 1.55 4.26
H -0.27 -0.96 3.75
H -0.84 -2.12 4.95
C 3.36 2.82 5.07
C 3.87 1.51 4.48
C 2.96 0.33 4.88
O 3.35 -0.01 6.19
C 2.44 -0.81 6.92
N 3.71 1.61 3.00
H 4.14 3.58 5.11
H 3.00 2.68 6.09
H 2.48 3.13 4.51
H 4.91 1.35 4.74
H 3.06 -0.53 4.21
H 1.93 0.68 4.72
H 2.41 -1.77 6.41
H 1.45 -0.35 7.00
H 2.78 -0.85 7.96
H 4.49 2.21 2.70
H 4.02 0.72 2.59
C -2.24 -1.40 -3.22
C -2.45 -0.67 -4.51
C -3.51 -1.40 -5.38
O -3.94 -0.53 -6.42
C -3.91 -1.10 -7.71
N -2.99 0.66 -4.17
H -1.62 -0.75 -2.60
H -1.76 -2.37 -3.35
H -3.17 -1.55 -2.67
H -1.54 -0.53 -5.10
H -4.35 -1.73 -4.77
H -2.98 -2.26 -5.80
H -2.88 -1.27 -8.03
H -4.42 -0.40 -8.38
H -4.48 -2.03 -7.78
H -3.49 0.88 -5.03
H -3.68 0.67 -3.44
C -0.17 4.36 -0.49
C -0.51 5.13 0.79
C -0.45 4.32 2.08
O -0.77 5.20 3.15
C -0.70 4.59 4.44
N 0.40 6.28 0.82
H -0.75 3.43 -0.50
H 0.89 4.09 -0.44
H -0.42 4.89 -1.41
H -1.55 5.47 0.71
H 0.59 4.00 2.26
H -1.04 3.40 2.07
H -1.62 4.01 4.56
H -0.67 5.41 5.14
H 0.16 3.92 4.51
H 1.37 5.98 0.87
H 0.15 6.75 1.69
C -0.32 -4.90 -4.34
C 0.30 -3.71 -5.08
C 1.15 -2.82 -4.12
O 1.55 -1.67 -4.83
C 2.04 -0.68 -3.94
N 1.18 -4.32 -6.14
H -0.97 -4.54 -3.55
H 0.46 -5.56 -3.95
H -0.93 -5.48 -5.03
H -0.41 -3.07 -5.60
H 1.97 -3.37 -3.64
H 0.46 -2.55 -3.31
H 2.81 -1.10 -3.28
H 1.28 -0.19 -3.31
H 2.53 0.06 -4.57
H 1.90 -4.74 -5.54
H 1.77 -3.53 -6.43
C -3.04 -1.08 1.40
C -3.40 -2.43 0.76
C -2.22 -3.38 0.61
O -1.15 -2.75 -0.08
C -0.16 -3.64 -0.53
N -4.49 -3.00 1.58
H -2.45 -0.45 0.75
H -2.48 -1.27 2.32
H -3.98 -0.57 1.65
H -3.79 -2.25 -0.26
H -2.40 -4.35 0.13
H -1.93 -3.68 1.63
H 0.08 -4.36 0.27
H 0.73 -3.04 -0.74
H -0.39 -4.23 -1.42
H -4.83 -3.81 1.06
H -5.23 -2.33 1.73
C -5.54 5.41 -1.00
C -4.83 4.78 -2.20
C -4.32 3.36 -1.88
O -3.65 3.33 -0.63
C -2.99 2.09 -0.43
N -5.72 4.71 -3.38
H -4.93 5.44 -0.09
H -6.38 4.78 -0.70
H -5.91 6.41 -1.19
H -4.05 5.48 -2.51
H -3.66 3.02 -2.68
H -5.15 2.64 -1.78
H -2.38 1.90 -1.32
H -3.68 1.26 -0.24
H -2.34 2.25 0.43
H -5.11 4.43 -4.15
H -6.33 3.91 -3.27
C 2.30 -6.47 3.33
C 2.18 -5.03 2.84
C 3.00 -3.99 3.63
O 2.29 -3.56 4.78
C 1.20 -2.70 4.54
N 2.74 -4.95 1.45
H 1.44 -7.09 3.08
H 2.59 -6.49 4.38
H 3.11 -7.02 2.83
H 1.13 -4.74 2.75
H 3.18 -3.11 3.00
H 3.92 -4.47 3.96
H 0.85 -2.27 5.48
H 0.38 -3.18 4.00
H 1.57 -1.85 3.96
H 3.70 -5.28 1.45
H 2.30 -5.56 0.77
```

Output
energy above the lowest of the compared OMol25 structures with the same formula, charge and spin	7.7	kcal/mol
SMILES string	COC[C@H](C)N.COC[C@H](C)N.COC[C@H](C)N.COC[C@H](C)N.COC[C@H](C)N.COC[C@H](C)N.COC[C@H](C)N.NC(N)=O.NC(N)=O.NC(N)=O.NC(N)=O.NC(N)=O
LUMO level	0.07	eV
HOMO energy	-8.9	eV
Kohn-Sham gap	0.328	Ha

no.,calculated total energy (hartree)
1,-2370.98374
2,-3149.10593
3,-3149.35338